Record 1
Density functional theory data (wB97M-V/def2-TZVPD) for an isolated ion of composition C3H9N2S and charge +1 in a non-equilibrium geometry.

Last columns: bonded neighbours and bond lengths (Å).
Geometry (Å):
1 C 1.266 0.359 0.180  C3 1.477, N4 1.299, S6 1.680
2 C -1.073 0.290 -0.720  C3 1.523, H7 1.077, H8 1.055, H9 1.047
3 C -0.100 -0.175 0.355  C1 1.477, C2 1.523, N5 1.390, H10 1.236
4 N 1.334 1.650 0.061  C1 1.299, H11 0.987, H12 0.988
5 N 0.040 -1.558 0.370  C3 1.390, H14 0.978, H15 1.036
6 S 2.620 -0.624 0.030  C1 1.680, H13 1.348
7 H -2.114 0.429 -0.485  C2 1.077
8 H -1.018 -0.311 -1.585  C2 1.055
9 H -0.720 1.201 -1.097  C2 1.047
10 H -0.362 0.337 1.449  C3 1.236
11 H 0.525 2.217 0.057  N4 0.987
12 H 2.155 2.189 -0.046  N4 0.988
13 H 1.697 -1.606 -0.024  S6 1.348
14 H -0.618 -1.861 -0.286  N5 0.978
15 H -0.033 -2.082 1.261  N5 1.036

Computed properties:
**Multiplicity**: 1
**Total charge**: +1
**HOMO level**: -14.67 eV
**Kohn-Sham gap**: 0.380 hartree



Record 2
Density functional theory data (wB97M-V/def2-TZVPD) for a 2-piece molecular cluster, C3H9N3 overall in a non-equilibrium geometry.

Last columns: bonded neighbours and bond lengths (Å).
Geometry (Å):
1 C 0.751 1.282 1.413  N4 1.255, H7 1.109, H8 1.036
2 C -0.633 0.467 -1.112  N6 1.310, H9 1.052, H10 1.206
3 C 0.730 -1.479 -0.847  N6 1.323, H11 1.072, H12 1.156
4 N -0.202 1.889 0.864  C1 1.255, H13 0.981
5 N -1.498 -1.348 -0.072  N6 1.431, H14 1.068, H15 1.034
6 N -0.382 -0.768 -0.754  C2 1.310, C3 1.323, N5 1.431
7 H 0.758 0.604 2.290  C1 1.109
8 H 1.653 1.453 0.933  C1 1.036
9 H -1.386 0.921 -0.535  C2 1.052
10 H 0.197 1.230 -1.540  C2 1.206
11 H 0.569 -2.515 -0.623  C3 1.072
12 H 1.789 -1.033 -0.975  C3 1.156
13 H -1.099 1.806 1.252  N4 0.981
14 H -1.376 -2.384 0.159  N5 1.068
15 H -2.366 -1.198 -0.614  N5 1.034

Computed properties:
**Multiplicity**: 1
**HOMO level**: -6.69 eV
**Kohn-Sham gap**: 0.281 hartree



Record 3
Density functional theory data (wB97M-V/def2-TZVPD) for one molecule with the formula C3H9N3 in a non-equilibrium geometry.

Last columns: bonded neighbours and bond lengths (Å).
Geometry (Å):
1 C -2.464 -0.164 0.203  H4 1.268, H5 1.122, H6 1.088, N13 1.441
2 C -0.499 0.918 -0.111  H8 1.123, N13 1.427, N14 1.220
3 C 2.638 -0.190 0.054  H10 1.162, H11 1.057, H12 1.163, N15 1.455
4 H -3.242 -0.764 -0.600  C1 1.268
5 H -2.747 0.894 -0.043  C1 1.122
6 H -2.602 -0.386 1.260  C1 1.088
7 H -0.752 -1.094 0.104  N13 0.959
8 H -1.067 1.884 -0.183  C2 1.123
9 H 0.954 -0.857 -0.766  N15 1.091
10 H 3.372 0.240 -0.736  C3 1.162
11 H 2.859 0.240 0.994  C3 1.057
12 H 2.800 -1.337 0.154  C3 1.163
13 N -1.140 -0.337 -0.338  C1 1.441, C2 1.427, H7 0.959
14 N 0.705 1.085 -0.008  C2 1.220, N15 1.307
15 N 1.184 -0.131 0.015  C3 1.455, H9 1.091, N14 1.307

Computed properties:
**Multiplicity**: 1
**HOMO level**: -8.25 eV
**SMILES**: CN/C=N\NC
**Kohn-Sham gap**: 0.343 hartree



Record 4
Density functional theory data (wB97M-V/def2-TZVPD) for a 2-piece molecular cluster, C3H9N3 overall in a non-equilibrium geometry.

Last columns: bonded neighbours and bond lengths (Å).
Geometry (Å):
1 C -1.722 -1.590 0.474  C2 1.400, H4 1.175, H5 1.072
2 C -0.739 -1.121 1.354  C1 1.400, N3 1.360, H6 1.189
3 N 0.380 -1.804 1.717  C2 1.360, H7 0.972, H8 1.018
4 H -2.775 -1.070 0.525  C1 1.175
5 H -1.629 -2.363 -0.262  C1 1.072
6 H -0.980 -0.084 1.884  C2 1.189
7 H 0.500 -2.529 1.082  N3 0.972
8 H 1.212 -1.267 1.949  N3 1.018
9 N 0.343 0.905 -0.166  C10 1.446, H12 1.036, H13 1.044
10 C 0.351 1.559 -1.456  N9 1.446, N11 1.244, H14 1.070
11 N 1.367 2.108 -1.916  C10 1.244, H15 1.095
12 H 1.332 1.122 0.052  N9 1.036
13 H -0.391 0.166 -0.219  N9 1.044
14 H -0.490 1.486 -2.114  C10 1.070
15 H 1.257 2.981 -2.569  N11 1.095

Computed properties:
**Multiplicity**: 1
**HOMO level**: -8.48 eV
**SMILES**: [H]/N=C/N.C=CN
**Kohn-Sham gap**: 0.347 hartree



Record 5
Density functional theory data (wB97M-V/def2-TZVPD) for a 2-piece molecular cluster, C3H9N3 overall in a non-equilibrium geometry.

Last columns: bonded neighbours and bond lengths (Å).
Geometry (Å):
1 C 2.612 -0.333 0.370  C2 1.521, H3 1.087, H4 1.088, H5 1.088
2 C 1.232 0.068 -0.129  C1 1.521, H6 1.088, H7 1.089, H8 1.088
3 H 2.578 -0.566 1.432  C1 1.087
4 H 3.326 0.475 0.220  C1 1.088
5 H 2.972 -1.210 -0.162  C1 1.088
6 H 0.872 0.944 0.406  C2 1.088
7 H 1.266 0.304 -1.191  C2 1.089
8 H 0.521 -0.740 0.024  C2 1.088
9 C -2.159 0.685 -0.318  N10 1.333, N12 1.265, H15 1.107
10 N -2.497 -0.596 -0.176  C9 1.333, N11 1.229
11 N -1.849 -1.589 0.148  N10 1.229, H13 1.034
12 N -2.305 1.607 0.536  C9 1.265, H14 1.014
13 H -2.432 -2.439 0.063  N11 1.034
14 H -2.184 2.547 0.171  N12 1.014
15 H -1.953 0.844 -1.395  C9 1.107

Computed properties:
**Multiplicity**: 1
**HOMO level**: -9.25 eV
**SMILES**: [H]/N=C/N=N/[H].CC
**Kohn-Sham gap**: 0.346 hartree



Record 6
Density functional theory data (wB97M-V/def2-TZVPD) for one molecule with the formula C3H9N3 in a non-equilibrium geometry.

Last columns: bonded neighbours and bond lengths (Å).
Geometry (Å):
1 C 2.357 0.093 0.189  C2 1.589, H4 1.117, H5 1.065, H6 1.103
2 C 1.107 -0.837 -0.120  C1 1.589, H7 1.087, H8 1.114, N13 1.468
3 C -1.352 -0.658 -0.033  H11 1.117, N13 1.355, N15 1.313
4 H 3.211 -0.621 0.282  C1 1.117
5 H 2.333 0.515 1.166  C1 1.065
6 H 2.562 0.867 -0.571  C1 1.103
7 H 1.299 -1.324 -1.073  C2 1.087
8 H 0.986 -1.576 0.704  C2 1.114
9 H -0.375 1.577 0.798  N14 1.027
10 H -0.538 1.712 -0.884  N14 1.019
11 H -1.275 -1.772 -0.061  C3 1.117
12 H -3.211 -0.473 0.164  N15 0.999
13 N -0.142 -0.070 -0.197  C2 1.468, C3 1.355, N14 1.407
14 N 0.013 1.327 -0.118  H9 1.027, H10 1.019, N13 1.407
15 N -2.395 0.101 0.209  C3 1.313, H12 0.999

Computed properties:
**Multiplicity**: 1
**HOMO level**: -8.59 eV
**SMILES**: [H]/N=C/N(N)CC
**Kohn-Sham gap**: 0.351 hartree



Calculated relative energy (zero: lowest compared OMol25 entry of this formula, charge and spin), 1.071; 5.657; 3.869; 3.128; 2.927; 1.774 eV (same order as the records).
Calculated LUMO energy, -4.33; 0.96; 1.09; 0.96; 0.16; 0.96 eV (same order as the records).